[1]
ORCA calculation (wB97M-V/def2-TZVPD) on C25H47ClF7InN2O9PS2 as an isolated structure.

Structure (ORCA input):
```
! RIJCOSX wB97M-V def2-TZVPD def2/J DEFGRID3
* xyz -1 3
O 7.85 2.72 4.33
P 7.70 1.48 5.12
O 9.02 0.53 5.12
O 7.65 1.86 6.70
In 5.64 0.10 4.61
C 4.05 1.11 3.47
C 2.84 0.22 3.11
C 1.68 0.32 4.09
C 2.01 -0.19 5.48
S 0.62 -0.93 6.32
O -0.19 -1.69 5.42
O 1.14 -1.67 7.42
Cl -0.55 0.57 7.09
S 6.25 -2.04 3.33
O 7.67 -2.20 3.06
O 5.38 -2.09 2.17
C 5.70 -3.49 4.41
F 6.41 -3.41 5.56
F 4.38 -3.29 4.67
C 5.86 -4.89 3.80
F 5.15 -4.92 2.64
F 7.15 -5.14 3.51
C 5.31 -6.05 4.72
F 4.21 -6.61 4.17
F 6.24 -7.01 4.85
F 5.00 -5.61 5.94
H 9.24 0.30 4.21
H 7.89 1.06 7.19
H 4.97 -0.41 6.17
H 4.43 1.56 2.57
H 3.69 1.91 4.12
H 3.16 -0.81 3.03
H 2.44 0.52 2.15
H 1.29 1.33 4.11
H 0.89 -0.32 3.71
H 2.71 -1.02 5.40
H 2.40 0.58 6.13
C -3.39 1.65 -0.62
C -2.72 0.27 -0.34
C -3.73 -0.89 -0.41
C -4.58 -1.11 0.85
C -3.70 -1.12 2.10
C -2.83 0.13 2.21
N -2.01 0.30 0.97
O -1.01 -0.51 0.98
C -3.75 1.34 2.47
C -1.92 0.03 3.42
C -1.73 0.08 -1.48
H -3.44 2.29 0.26
H -2.80 2.21 -1.34
H -4.40 1.54 -1.01
H -3.18 -1.81 -0.61
H -4.38 -0.73 -1.27
H -5.35 -0.34 0.93
H -5.10 -2.06 0.76
H -4.31 -1.22 2.99
H -3.05 -2.01 2.07
H -3.17 2.26 2.52
H -4.25 1.21 3.43
H -4.53 1.47 1.72
H -1.30 -0.86 3.41
H -2.51 0.00 4.34
H -1.26 0.90 3.47
H -0.93 0.82 -1.44
H -2.26 0.20 -2.42
H -1.28 -0.91 -1.49
C -1.50 2.73 -8.16
C -1.49 1.46 -7.27
C -2.22 0.28 -7.94
C -3.74 0.29 -7.83
C -4.18 0.54 -6.39
C -3.57 1.82 -5.82
N -2.07 1.76 -5.93
O -1.59 0.97 -5.04
C -4.16 3.03 -6.57
C -3.96 2.01 -4.36
C -0.03 1.06 -7.13
H -2.13 3.53 -7.77
H -0.50 3.17 -8.22
H -1.83 2.52 -9.18
H -1.86 -0.65 -7.50
H -1.93 0.25 -8.99
H -4.18 1.03 -8.50
H -4.13 -0.68 -8.16
H -5.26 0.61 -6.33
H -3.88 -0.31 -5.76
H -3.72 3.96 -6.22
H -5.23 3.08 -6.37
H -4.04 2.98 -7.65
H -3.69 1.16 -3.75
H -5.04 2.13 -4.29
H -3.49 2.90 -3.94
H 0.53 1.81 -6.56
H 0.41 0.98 -8.12
H 0.09 0.10 -6.63
*
```

gap between HOMO and LUMO (alpha / beta): 0.284 / 0.272 Eh
E_LUMO (alpha / beta): 1.71 / 1.39 eV
HOMO (alpha / beta): -6.0118 / -6.0119 eV

***

[2]
ORCA calculation (wB97M-V/def2-TZVPD) on one molecule with the formula C10H10N2.

Structure (ORCA input):
```
! RIJCOSX wB97M-V def2-TZVPD def2/J DEFGRID3
* xyz 0 1
C -0.44 -1.03 -2.85
C -0.46 -1.07 -1.29
C -1.31 -1.63 -0.33
C -1.24 -1.29 0.99
C -0.23 -0.29 1.46
C -0.48 0.25 2.81
C 0.58 1.30 2.97
C 1.36 1.83 1.93
N 1.40 1.44 0.64
C 0.61 0.35 0.51
C 0.38 -0.02 -0.94
N 0.86 0.86 -2.01
H 0.57 -1.32 -3.51
H -1.39 -1.56 -3.20
H -0.45 0.24 -2.99
H -1.83 -2.60 -0.59
H -2.15 -1.44 1.54
H -1.17 -0.09 3.50
H 0.63 1.50 4.00
H 2.02 2.83 1.98
H 0.94 0.52 -2.89
H 1.79 1.22 -1.74
*
```

ΔE to the lowest compared entry with this formula, charge and spin: 4.863 eV
gap between HOMO and LUMO: 0.285 Eh
E_LUMO: -0.06 eV
HOMO: -7.8063 eV

***

[3]
ORCA calculation (wB97M-V/def2-TZVPD) on an isolated ion of composition C3H3N2O and charge +1.

Structure (ORCA input):
```
! RIJCOSX wB97M-V def2-TZVPD def2/J DEFGRID3
* xyz 1 1
C 0.35 -0.08 -0.02
C -2.11 0.09 -0.03
C 0.61 -1.42 0.12
N -0.93 0.39 -0.12
N 1.28 0.85 0.10
O -3.24 0.03 0.03
H 0.79 -2.30 -0.47
H 2.25 0.60 0.22
H 1.00 1.83 0.18
*
```

ΔE to the lowest compared entry with this formula, charge and spin: 3.033 eV
gap between HOMO and LUMO (alpha / beta): 0.299 / 0.301 Eh
E_LUMO (alpha / beta): -7.55 / -7.53 eV
HOMO (alpha / beta): -15.6715 / -15.7154 eV

***

[4]
ORCA calculation (wB97M-V/def2-TZVPD) on C26H20Br3GaN3O3 as an isolated structure.

Structure (ORCA input):
```
! RIJCOSX wB97M-V def2-TZVPD def2/J DEFGRID3
* xyz 1 1
Ga -0.50 0.80 -1.27
O -0.53 2.94 -0.87
C 0.20 3.87 -1.62
C -0.05 5.22 -1.45
C 0.70 6.15 -2.14
C 1.67 5.73 -3.03
C 1.91 4.38 -3.21
C 1.18 3.43 -2.49
C 1.45 1.95 -2.67
O 0.32 1.20 -2.83
N 2.21 1.46 -1.50
N 1.49 1.05 -0.47
C 2.00 0.77 0.67
C 1.27 0.14 1.72
Br -0.64 0.30 1.48
C 1.88 -0.55 2.71
C 1.43 -1.47 3.71
C 0.09 -1.64 4.10
C -0.26 -2.65 4.97
C 0.71 -3.50 5.49
C 2.04 -3.31 5.15
C 2.40 -2.31 4.28
H -1.42 3.29 -0.69
H -0.83 5.53 -0.77
H 0.51 7.20 -2.00
H 2.24 6.45 -3.59
H 2.66 4.04 -3.91
H 2.11 1.80 -3.54
H 3.14 1.85 -1.34
H 3.07 0.93 0.84
H 2.97 -0.49 2.65
H -0.68 -0.99 3.72
H -1.30 -2.78 5.23
H 0.42 -4.29 6.17
H 2.79 -3.96 5.57
H 3.43 -2.19 4.00
C 1.27 -2.07 -2.04
C -0.14 -2.29 -1.61
C -0.69 -3.58 -1.48
C -2.00 -3.76 -1.12
C -2.82 -2.64 -0.89
C -4.19 -2.67 -0.55
Br -5.07 -4.33 -0.32
C -4.90 -1.51 -0.40
C -4.29 -0.27 -0.59
Br -5.29 1.32 -0.38
C -2.95 -0.17 -0.92
O -2.34 0.99 -1.10
C -2.21 -1.37 -1.05
N -0.90 -1.24 -1.37
H 1.62 -2.91 -2.63
H 1.93 -1.96 -1.18
H 1.31 -1.16 -2.64
H -0.06 -4.44 -1.67
H -2.42 -4.75 -1.01
H -5.95 -1.55 -0.13
*
```

gap between HOMO and LUMO: 0.273 Eh
E_LUMO: -3.33 eV
HOMO: -10.7527 eV

***

[5]
ORCA calculation (wB97M-V/def2-TZVPD) on C23H50N2O2OsP3 as an isolated structure.

Structure (ORCA input):
```
! RIJCOSX wB97M-V def2-TZVPD def2/J DEFGRID3
* xyz 3 5
Os 0.29 -1.14 -0.10
P 2.52 -1.15 -0.38
C 2.99 -2.88 -0.20
C 1.99 -3.65 0.59
N 0.75 -3.13 0.66
C -0.25 -4.00 0.97
C 0.00 -5.24 1.52
C 1.31 -5.68 1.63
C 2.34 -4.87 1.16
C -1.63 -3.57 0.58
P -1.52 -2.29 -0.77
H 3.38 -5.17 1.14
H -0.86 -5.86 1.81
H 1.54 -6.64 2.07
H -2.23 -4.40 0.20
H -2.19 -3.15 1.42
H 3.02 -3.30 -1.23
H 4.00 -2.94 0.19
H 2.18 -3.15 -2.95
O 2.72 -3.96 -2.57
H 3.62 -4.12 -2.98
H 0.60 -1.53 -1.72
O 1.26 -2.12 -3.12
H 1.13 -2.05 -4.07
C -1.36 -3.30 -2.28
H -1.93 -4.22 -2.16
H -1.74 -2.69 -3.10
H -0.29 -3.50 -2.47
C -3.20 -1.63 -0.89
H -3.26 -1.02 -1.79
H -3.91 -2.46 -0.97
H -3.44 -1.04 0.00
C 3.46 -0.31 0.92
H 4.46 -0.75 0.95
H 3.54 0.76 0.69
H 2.98 -0.44 1.89
C 3.17 -0.50 -1.93
H 3.09 0.59 -1.94
H 4.21 -0.82 -2.02
H 2.54 -0.96 -2.72
C 1.72 2.97 -0.40
C 0.84 3.11 0.85
C 1.62 2.52 2.05
C 0.55 4.59 1.14
P -0.71 2.10 0.56
N -0.20 0.50 0.39
C -1.89 2.14 2.00
C -2.61 3.50 2.09
C -2.92 1.00 1.86
C -1.13 1.86 3.31
C -1.48 2.51 -1.10
C -1.49 4.03 -1.38
C -0.70 1.79 -2.22
C -2.93 2.01 -1.15
H 2.71 3.38 -0.17
H 1.34 3.53 -1.26
H 1.85 1.91 -0.67
H 2.67 2.85 1.97
H 1.25 2.88 3.01
H 1.62 1.42 2.04
H 0.00 5.09 0.34
H -0.01 4.74 2.08
H 1.51 5.11 1.25
H -3.16 3.77 1.18
H -3.35 3.44 2.91
H -1.93 4.32 2.34
H -2.43 0.05 1.64
H -3.45 0.89 2.82
H -3.69 1.20 1.11
H -0.49 0.97 3.22
H -0.54 2.72 3.65
H -1.87 1.66 4.10
H -0.49 4.43 -1.59
H -2.09 4.19 -2.29
H -1.96 4.61 -0.58
H -0.57 0.71 -2.01
H -1.29 1.87 -3.15
H 0.28 2.23 -2.42
H -2.99 0.94 -0.94
H -3.59 2.57 -0.47
H -3.31 2.17 -2.17
*
```

gap between HOMO and LUMO (alpha / beta): 0.231 / 0.124 Eh
E_LUMO (alpha / beta): -9.34 / -13.58 eV
HOMO (alpha / beta): -15.6316 / -16.9633 eV

***

[6]
ORCA calculation (wB97M-V/def2-TZVPD) on C4H12NO2 as an isolated structure.

Structure (ORCA input):
```
! RIJCOSX wB97M-V def2-TZVPD def2/J DEFGRID3
* xyz -2 2
C -0.25 -0.10 -1.76
N -0.87 -0.58 -0.55
C -1.14 1.74 0.31
C -0.71 0.29 0.65
C 0.70 0.26 1.22
O 1.09 -0.96 1.77
H -0.36 -0.83 -2.54
H -0.71 0.83 -2.10
H 0.83 0.17 -1.73
H -0.36 -1.41 -0.25
H -0.98 2.38 1.18
H -2.19 1.80 0.06
H -0.48 2.13 -0.45
H -1.48 -0.05 1.34
H 0.82 1.05 1.97
H 1.35 0.58 0.37
H 1.56 -1.71 0.80
H 1.33 -3.17 -0.25
O 1.86 -2.40 -0.04
*
```

ΔE to the lowest compared entry with this formula, charge and spin: 0.626 eV
gap between HOMO and LUMO (alpha / beta): 0.088 / 0.274 Eh
E_LUMO (alpha / beta): 6.72 / 6.75 eV
HOMO (alpha / beta): 4.3246 / -0.7120 eV